No. 1
The following is a DFT calculation (ωB97M-V/def2-TZVPD) of one molecule with the formula C14H9BF6O in a non-equilibrium geometry.

Results
- energy above the lowest of the compared OMol25 structures with the same formula, charge and spin (kcal/mol) = 18.9
- LUMO (eV) = 0.28
- structure (SMILES) = OB(c1ccc(C(F)(F)F)cc1)c1ccc(C(F)(F)F)cc1
- orbital gap (eV) = 10.0911
- HOMO energy (eV) = -9.81

Each line ends with the Mulliken charge.
Element x y z (Å)
1 O 0.960 -0.492 -2.494  -0.66
2 B 0.378 -0.208 -1.303  0.70
3 C -0.196 1.275 -1.083  0.47
4 C -0.720 1.539 0.191  -0.45
5 C -1.051 2.826 0.506  -0.80
6 C -0.845 3.774 -0.452  0.14
7 C -0.912 5.263 -0.054  0.76
8 F 0.225 5.946 -0.505  -0.25
9 F -1.007 5.307 1.305  -0.26
10 F -2.009 5.781 -0.696  -0.24
11 C -0.327 3.456 -1.678  -0.37
12 C -0.022 2.196 -2.038  -0.77
13 C 0.316 -1.382 -0.310  0.27
14 C -0.328 -2.533 -0.680  -0.75
15 C -0.258 -3.710 0.069  -0.80
16 C 0.498 -3.674 1.242  0.25
17 C 0.456 -4.845 2.189  0.85
18 F 0.993 -4.401 3.366  -0.28
19 F 1.200 -5.822 1.690  -0.24
20 F -0.816 -5.273 2.307  -0.24
21 C 1.142 -2.492 1.599  -0.54
22 C 1.085 -1.378 0.817  -0.41
23 H 1.333 -1.381 -2.713  0.35
24 H -0.930 0.786 0.920  0.45
25 H -1.426 3.194 1.431  0.52
26 H -0.124 4.319 -2.340  0.30
27 H 0.544 2.053 -2.997  0.32
28 H -0.675 -2.502 -1.631  0.57
29 H -0.754 -4.658 -0.249  0.32
30 H 1.536 -2.446 2.620  0.40
31 H 1.733 -0.518 0.973  0.39

No. 2
The following is a DFT calculation (ωB97M-V/def2-TZVPD) of C14H9BrF6FeN6O6S4 as an isolated structure.

Results
- energy above the lowest of the compared OMol25 structures with the same formula, charge and spin (kcal/mol) = 0.7
- LUMO (spin up / spin down) (eV) = 0.04 / 0.02
- orbital gap (spin up / spin down) (eV) = 8.6314 / 8.6069
- HOMO energy (spin up / spin down) (eV) = -8.59 / -8.59
- multiplicity = 5

Each line ends with the Mulliken charge.
Element x y z (Å)
1 Fe -0.246 -0.257 0.042  1.01
2 F -4.386 -0.061 -2.998  -0.24
3 C -3.457 -0.609 -2.229  0.68
4 F -3.502 -0.045 -1.020  -0.22
5 F -3.714 -1.912 -2.094  -0.23
6 S -1.780 -0.410 -2.975  1.23
7 O -0.914 -0.970 -1.936  -0.71
8 O -1.847 -1.108 -4.211  -0.66
9 N -1.574 1.121 -3.182  -0.58
10 S -1.021 2.122 -2.100  0.91
11 O 0.124 2.840 -2.536  -0.69
12 O -1.009 1.568 -0.746  -0.36
13 C -2.387 3.354 -2.019  0.62
14 F -2.093 4.253 -1.083  -0.21
15 F -2.517 3.963 -3.188  -0.21
16 F -3.535 2.761 -1.703  -0.20
17 N -1.298 -3.584 -0.667  -0.38
18 C -1.743 -3.045 0.483  0.32
19 N -1.459 -1.827 0.877  0.23
20 C -2.007 -1.558 2.124  -0.28
21 C -2.708 -2.569 2.674  -0.23
22 S -2.710 -3.933 1.611  -0.23
23 C -1.734 -0.222 2.662  -0.31
24 C -2.261 0.379 3.748  -0.29
25 S -1.601 1.969 3.917  -0.23
26 C -0.651 1.722 2.485  0.33
27 N -0.827 0.538 1.943  0.23
28 N 0.174 2.646 1.985  -0.26
29 H -0.943 -2.944 -1.365  0.23
30 H -1.695 -4.447 -0.993  0.26
31 H -3.204 -2.604 3.628  0.44
32 H -2.996 0.003 4.438  0.45
33 H 0.345 3.496 2.489  0.23
34 H 0.837 2.338 1.274  0.27
35 Br 7.480 1.740 0.316  -0.18
36 C 6.136 0.425 0.131  -0.03
37 C 6.495 -0.902 -0.064  -0.13
38 N 5.601 -1.875 -0.197  -0.64
39 C 4.313 -1.546 -0.141  -0.20
40 C 3.865 -0.245 0.052  0.01
41 C 4.802 0.769 0.190  -0.32
42 C 2.405 0.077 0.121  1.14
43 O 2.036 1.238 0.328  -0.84
44 O 1.595 -0.908 -0.044  -1.11
45 H 7.541 -1.183 -0.111  0.37
46 H 3.594 -2.348 -0.252  0.47
47 H 4.476 1.790 0.338  0.53

No. 3
The following is a DFT calculation (ωB97M-V/def2-TZVPD) of C14H9Cl2F3IrN2O4 as an isolated structure.

Results
- energy above the lowest of the compared OMol25 structures with the same formula, charge and spin (kcal/mol) = 14.6
- LUMO (spin up / spin down) (eV) = -10.39 / -10.36
- orbital gap (spin up / spin down) (eV) = 6.9268 / 6.9550
- HOMO energy (spin up / spin down) (eV) = -17.31 / -17.31
- charge = +2
- multiplicity = 2

Each line ends with the Mulliken charge.
Element x y z (Å)
1 Ir -0.280 -0.466 -0.471  1.07
2 O 0.855 -1.328 -4.157  -0.40
3 C 0.262 -1.262 -3.142  0.15
4 O 0.439 -0.205 -2.238  -0.58
5 C -0.796 -2.230 -2.659  0.81
6 C -1.434 -3.235 -3.360  -0.62
7 C -2.463 -3.924 -2.715  -0.26
8 C -2.860 -3.592 -1.417  -0.61
9 C -2.175 -2.577 -0.780  0.85
10 N -1.172 -1.975 -1.411  -0.13
11 C -2.450 -1.952 0.569  -0.02
12 O -3.183 -2.366 1.394  -0.41
13 O -1.779 -0.737 0.715  -0.49
14 H -1.146 -3.456 -4.379  0.53
15 H -2.981 -4.715 -3.241  0.48
16 H -3.682 -4.091 -0.922  0.53
17 Cl 2.665 -0.233 2.436  0.02
18 C 1.477 -1.447 2.342  -0.28
19 Cl 1.080 -1.944 0.527  0.00
20 H 0.506 -1.159 2.732  0.28
21 H 1.824 -2.416 2.693  0.44
22 F 3.160 4.747 2.449  -0.22
23 C 1.918 4.944 2.001  0.70
24 F 1.163 5.381 3.003  -0.25
25 F 1.952 5.869 1.044  -0.22
26 C 1.378 3.639 1.435  0.33
27 C 2.012 3.069 0.339  -0.88
28 C 1.533 1.880 -0.160  -0.20
29 N 0.466 1.265 0.392  0.03
30 C -0.155 1.823 1.448  -0.07
31 C 0.277 3.012 1.995  -0.73
32 H 2.867 3.542 -0.126  0.48
33 H 1.988 1.399 -1.016  0.58
34 H -1.021 1.302 1.838  0.54
35 H -0.244 3.440 2.840  0.55

No. 4
The following is a DFT calculation (ωB97M-V/def2-TZVPD) of C15H10Be2Cl36O10Rb as an isolated structure in a non-equilibrium geometry.

Results
- LUMO (eV) = -3.53
- orbital gap (eV) = 1.1185
- HOMO energy (eV) = -4.65
- charge = -1

Each line ends with the Mulliken charge.
Element x y z (Å)
1 Be 4.076 -1.160 18.734  -0.35
2 Be 5.279 -3.930 18.871  -0.40
3 Rb 13.551 -2.634 19.254  0.90
4 O 1.988 -0.114 16.702  -0.47
5 C 1.698 -0.832 17.870  0.82
6 O 0.564 -0.955 18.099  -0.54
7 O 2.605 -1.474 18.510  -0.20
8 H 1.121 0.079 16.394  0.32
9 O 5.592 -3.918 20.283  -0.16
10 C 10.855 -5.437 19.553  0.95
11 O 10.761 -4.209 19.397  -0.56
12 O 10.859 -6.585 19.516  -0.37
13 H 6.244 -4.562 20.507  0.27
14 O 5.094 -5.275 18.229  -0.05
15 C 2.645 -1.052 10.083  -0.41
16 C 1.580 -1.556 10.730  -0.53
17 O 4.563 -2.653 18.392  0.12
18 H 2.559 -0.581 9.116  0.22
19 H 3.597 -1.118 10.535  0.24
20 H 0.643 -1.350 10.417  0.25
21 H 1.557 -2.095 11.663  0.23
22 O 15.829 -1.352 20.047  -0.77
23 C 16.084 -2.179 20.996  0.28
24 C 15.972 -3.561 21.079  -0.79
25 O 4.807 0.127 19.143  -0.14
26 H 16.265 -1.556 21.907  0.27
27 H 5.531 -9.281 29.907  -0.11
28 H 16.291 -4.031 22.025  0.14
29 H 15.946 -4.203 20.178  0.07
30 C 5.746 -0.203 28.865  0.33
31 Cl 5.855 -0.702 30.613  -0.11
32 Cl 4.114 0.019 28.387  -0.07
33 Cl 6.734 1.237 28.582  -0.10
34 Cl 6.534 -1.525 27.891  -0.04
35 C 16.267 -3.276 15.959  0.19
36 Cl 16.189 -1.752 15.081  -0.07
37 Cl 16.270 -2.885 17.605  0.08
38 Cl 14.813 -4.343 15.606  -0.12
39 Cl 17.760 -4.256 15.439  -0.13
40 C 19.991 -3.999 21.319  0.37
41 Cl 18.896 -3.673 22.605  -0.06
42 Cl 21.655 -3.666 21.710  -0.12
43 Cl 19.799 -5.676 20.801  -0.13
44 Cl 19.601 -3.058 19.934  -0.08
45 C 7.564 -9.270 21.156  0.30
46 Cl 8.463 -10.152 19.948  -0.07
47 Cl 8.076 -7.623 21.486  -0.01
48 Cl 5.801 -9.205 20.635  -0.11
49 Cl 7.590 -10.167 22.757  -0.12
50 C 12.008 0.630 17.068  0.28
51 Cl 11.620 -1.095 16.635  -0.11
52 Cl 13.536 0.968 16.406  -0.02
53 Cl 10.736 1.653 16.358  -0.08
54 Cl 12.037 0.866 18.915  -0.09
55 C 8.597 -7.551 27.271  0.28
56 Cl 8.530 -8.082 25.630  0.00
57 Cl 8.442 -8.920 28.300  -0.16
58 Cl 10.088 -6.656 27.602  -0.09
59 Cl 7.163 -6.469 27.588  -0.14
60 C 10.248 -1.845 26.086  0.26
61 Cl 9.394 -3.418 25.989  -0.02
62 Cl 9.165 -0.587 25.489  -0.08
63 Cl 10.564 -1.516 27.741  -0.09
64 Cl 11.735 -1.968 25.156  -0.07
65 C 13.815 -9.272 24.640  0.30
66 Cl 14.608 -10.374 23.496  -0.09
67 Cl 12.125 -8.970 24.015  -0.03
68 Cl 13.592 -10.116 26.159  -0.11
69 Cl 14.715 -7.831 24.926  -0.05
70 C 14.793 -8.099 18.671  0.29
71 Cl 13.682 -7.313 19.797  -0.04
72 Cl 15.067 -9.655 19.397  -0.10
73 Cl 14.134 -8.303 17.081  -0.10
74 Cl 16.309 -7.115 18.618  -0.05

No. 5
The following is a DFT calculation (ωB97M-V/def2-TZVPD) of one molecule with the formula C15H10Cl2F2N2O4 in a non-equilibrium geometry.

Results
- LUMO (eV) = -0.10
- structure (SMILES) = O=C(COC(=O)c1nc(Cl)ccc1Cl)Nc1ccccc1OC(F)F
- orbital gap (eV) = 9.0176
- HOMO energy (eV) = -9.12

Each line ends with the Mulliken charge.
Element x y z (Å)
1 O 1.420 0.142 2.020  -0.64
2 C 0.930 -0.772 1.391  0.84
3 C 1.298 -2.148 1.472  -1.01
4 O 1.092 -2.718 0.162  -0.35
5 C 1.467 -2.217 -0.858  0.31
6 O 1.312 -2.619 -2.328  -0.63
7 C 2.338 -0.925 -0.913  0.66
8 N 3.391 -1.135 -0.206  -0.63
9 C 4.086 0.335 -0.091  0.18
10 Cl 5.452 0.013 0.863  -0.17
11 C 3.554 1.352 -0.488  -0.78
12 C 2.502 1.359 -1.267  0.31
13 C 1.776 0.319 -1.561  -0.01
14 Cl 0.268 0.157 -2.536  -0.09
15 N -0.260 -0.578 0.736  0.15
16 C -1.127 0.437 0.475  -0.30
17 C -0.802 1.570 0.766  1.01
18 C -1.688 2.739 0.654  -0.80
19 C -2.884 2.526 0.037  -0.50
20 C -3.180 1.407 -0.679  -0.76
21 C -2.411 0.332 -0.337  -0.19
22 O -2.644 -1.037 -0.719  -0.27
23 C -3.702 -1.445 -0.032  0.41
24 F -3.409 -1.771 1.149  -0.30
25 F -4.792 -1.153 -0.103  -0.14
26 H 0.756 -2.815 2.000  0.42
27 H 2.276 -2.075 1.750  0.58
28 H 4.182 2.160 -0.455  0.55
29 H 2.125 2.350 -1.756  0.28
30 H -0.695 -1.413 0.300  0.30
31 H 0.038 1.825 1.571  0.23
32 H -1.312 3.650 0.987  0.50
33 H -3.490 3.465 -0.248  0.25
34 H -4.069 1.215 -1.259  0.49
35 H -3.799 -2.530 -0.496  0.09

No. 6
The following is a DFT calculation (ωB97M-V/def2-TZVPD) of C15H10Co2O9 as an isolated structure in a non-equilibrium geometry.

Results
- energy above the lowest of the compared OMol25 structures with the same formula, charge and spin (kcal/mol) = 0.0
- LUMO (eV) = 4.98
- orbital gap (eV) = 5.9429
- HOMO energy (eV) = -0.97
- charge = -2

Each line ends with the Mulliken charge.
Element x y z (Å)
1 C -0.283 2.402 0.144  -1.44
2 C -0.214 0.937 0.189  0.26
3 C -1.417 0.167 0.122  0.77
4 O -2.506 0.657 -0.206  -0.83
5 C -1.279 -1.323 0.486  -0.57
6 C 0.013 -1.855 -0.067  -0.49
7 O 1.178 -1.067 0.349  -0.38
8 C 1.088 0.289 0.401  0.64
9 O 2.083 0.953 0.641  -0.74
10 H 0.716 2.803 -0.038  0.28
11 H -0.978 2.701 -0.648  0.37
12 H -0.661 2.820 1.089  0.19
13 H -1.332 -1.432 1.583  0.19
14 H -2.121 -1.858 0.042  0.33
15 H 0.222 -2.868 0.291  0.31
16 H -0.014 -1.870 -1.170  0.27
17 O 0.403 -2.534 6.015  -0.40
18 C -0.188 -1.628 6.424  0.11
19 Co -1.075 -0.187 6.835  0.24
20 C -2.549 -0.540 5.975  -0.02
21 O -3.500 -0.815 5.369  -0.38
22 C -1.200 -0.280 8.586  0.13
23 O -1.299 -0.372 9.737  -0.44
24 C 0.173 1.115 5.964  0.12
25 C -0.004 1.345 4.601  -0.10
26 C 0.333 1.026 3.347  -0.25
27 Co -1.014 2.398 5.600  0.11
28 C -2.452 2.195 4.562  0.11
29 O -3.379 2.077 3.885  -0.35
30 C -0.577 4.023 4.961  0.12
31 O -0.431 5.084 4.532  -0.40
32 C -1.687 2.860 7.190  0.25
33 O -2.219 3.266 8.131  -0.42
34 H 1.146 1.061 6.474  0.46
35 H -0.249 1.429 2.512  -0.29
36 H 1.235 0.442 3.118  0.25